1.
Entry from the OMol25 dataset: C24H34N3O9S2Zr as an isolated structure (ωB97M-V/def2-TZVPD).

LUMO in eV: -9.127
Energy in Ha: -2618.94503
Energy above the lowest of the compared OMol25 structures with the same formula, charge and spin in eV: 0.387
Charge: +3

Structure (XYZ):
```
73
C24H34N3O9S2Zr | the OMol25 dataset | ωB97M-V/def2-TZVPD
Zr 0.283 0.126 0.270
C -2.959 -0.016 -0.137
C -2.851 1.064 0.920
O -1.479 1.499 0.983
C -1.260 2.515 1.989
C 0.234 2.617 2.164
O 0.791 1.285 2.203
C 0.785 0.557 3.450
C -0.403 -0.376 3.500
O -0.579 -0.938 2.180
C -1.703 -1.838 2.106
C -1.914 -2.112 0.639
O -1.802 -0.877 -0.103
H -2.972 0.414 -1.134
H -3.865 -0.604 0.009
H -3.142 0.713 1.913
H -3.490 1.907 0.653
H -1.764 2.210 2.908
H -1.683 3.463 1.653
H 0.503 3.170 3.063
H 0.701 3.094 1.302
H 0.770 1.251 4.290
H 1.716 -0.002 3.473
H -1.329 0.136 3.773
H -0.222 -1.177 4.219
H -2.571 -1.360 2.565
H -1.481 -2.758 2.648
H -2.876 -2.585 0.447
H -1.126 -2.758 0.250
O 1.924 -0.949 1.118
C 3.150 -0.900 0.818
C 3.763 0.031 -0.044
C 5.143 -0.118 -0.305
C 5.757 0.782 -1.119
C 5.064 1.856 -1.680
C 3.717 2.027 -1.423
C 3.050 1.122 -0.608
O 1.757 1.288 -0.341
N 7.200 0.618 -1.413
O 7.705 1.459 -2.115
O 7.748 -0.333 -0.908
H 3.790 -1.655 1.283
H 5.717 -0.931 0.124
H 5.606 2.548 -2.312
H 3.169 2.860 -1.842
N -2.503 3.339 -2.463
C -2.003 2.139 -2.738
N -2.693 1.324 -3.536
S -0.473 1.666 -2.116
H -3.304 3.713 -2.953
H -1.925 3.989 -1.957
H -3.506 1.640 -4.046
H -2.242 0.478 -3.854
C -3.004 -2.129 -6.736
C -2.105 -2.195 -5.537
C -1.144 -1.201 -5.300
C -0.288 -1.271 -4.217
C -0.406 -2.352 -3.345
C -1.365 -3.342 -3.539
C -2.205 -3.257 -4.637
S 0.674 -2.570 -1.989
C 2.274 -2.584 -2.763
O 0.689 -1.197 -1.239
H -2.656 -1.398 -7.463
H -4.019 -1.857 -6.437
H -3.067 -3.100 -7.226
H -1.045 -0.384 -6.005
H 0.450 -0.497 -4.051
H -1.434 -4.186 -2.863
H -2.933 -4.039 -4.812
H 2.411 -1.662 -3.325
H 2.301 -3.451 -3.423
H 3.020 -2.688 -1.978
```

---

2.
Entry from the OMol25 dataset: a 2-piece molecular cluster, C6H19N2O overall (ωB97M-V/def2-TZVPD).

LUMO in eV: -2.583
Energy in Ha: -424.46971
Energy above the lowest of the compared OMol25 structures with the same formula, charge and spin in eV: 1.834
Charge: +1

Structure (XYZ):
```
28
C6H19N2O | the OMol25 dataset | ωB97M-V/def2-TZVPD
N 1.228 2.740 -0.555
C 0.177 2.429 0.456
C -0.911 1.527 -0.054
N -0.136 0.199 -0.509
C 1.796 -2.513 1.449
C 1.350 -1.879 0.122
C 0.288 -0.780 0.488
C -0.984 -1.524 1.027
H 1.274 3.700 -0.793
H 2.074 2.287 -0.306
H 0.771 0.549 -1.021
H 0.739 2.268 1.373
H -0.392 3.475 0.586
H -1.719 1.401 0.638
H -1.374 1.982 -0.903
H -0.796 -0.208 -1.200
H 1.672 -1.790 2.243
H 2.882 -2.483 1.355
H 1.417 -3.527 1.484
H 2.189 -1.484 -0.466
H 0.783 -2.518 -0.531
H 0.767 -0.259 1.354
H -1.859 -0.913 0.770
H -1.142 -1.571 2.121
H -1.051 -2.486 0.506
H -3.442 -0.112 -3.044
H -3.020 1.165 -3.420
O -2.582 0.326 -3.169
```